73
Properties=species:S:1:pos:R:3:forces:R:3:mulliken_spin:R:1 method="wB97M-V/def2-TZVPD" de_lowest_kj_mol=0.00 energy_ha=-2390.10620 orbital_gap_ev="8.2 / 4.0" s2=0.76 total_charge=0 fmax_ev_per_a=4.0 spin_multiplicity=2
Cl -22.96679 24.54537 -6.41056 -3.4 -1.3 -1.7 -0.0006
O -24.26389 25.11953 -6.78778 1.5 0.0 0.6 0.0000
O -22.13027 25.46376 -5.75249 2.1 2.6 0.6 -0.0010
O -23.16871 23.50565 -5.44814 -0.1 -1.4 0.2 0.0001
O -22.37680 24.04325 -7.63841 0.6 0.1 0.6 0.0003
O -20.39600 19.55643 -4.59435 1.0 2.2 -1.4 0.0000
C -19.72975 20.21710 -5.39385 -2.0 -1.9 1.7 0.0003
O -18.58158 19.67335 -5.83653 0.2 0.6 0.1 0.0001
C -18.20950 20.34273 -7.02579 0.5 1.3 -0.8 0.0001
C -18.71945 21.81730 -6.88567 -0.9 -1.6 -0.7 -0.0006
C -19.98936 21.60445 -6.02802 1.4 0.3 0.5 -0.0003
H -18.67793 19.77350 -7.82870 0.0 0.4 -0.3 0.0000
H -17.13001 20.39184 -7.16863 0.0 -0.6 0.3 0.0000
H -18.97522 22.20829 -7.87046 0.2 0.2 0.1 -0.0001
H -17.97665 22.44551 -6.39405 0.0 -0.1 0.0 0.0007
H -20.93195 21.75920 -6.55306 0.1 -0.5 0.2 -0.0010
H -19.89793 22.36950 -5.25702 -0.6 -0.2 0.4 0.0029
O -26.21489 28.64275 -4.43149 0.1 0.5 0.1 0.0000
C -25.25148 29.25222 -4.80304 0.8 -1.8 -0.7 0.0000
O -25.22848 30.55851 -5.03304 -1.5 1.3 -0.2 0.0000
C -23.96476 31.09040 -5.39536 0.6 -0.8 0.1 0.0000
C -23.17155 29.84707 -5.86489 0.6 1.0 1.2 0.0000
C -23.84210 28.69209 -5.10065 0.3 0.4 -0.6 0.0001
H -23.60741 31.57784 -4.48828 0.5 -0.1 0.0 0.0000
H -23.99722 31.85646 -6.17008 -0.7 -0.2 0.0 0.0000
H -22.14157 29.99525 -5.54043 0.2 -0.2 -0.2 0.0000
H -23.16746 29.81119 -6.95429 -0.3 -0.5 0.1 0.0000
H -23.39403 28.46804 -4.13259 0.2 0.4 0.2 0.0002
H -23.70566 27.76499 -5.65738 -1.0 -0.1 0.0 -0.0001
O -22.83739 26.05177 -12.88061 -0.5 -1.1 1.0 0.0000
C -23.40491 25.23303 -12.17609 0.5 1.0 -1.9 0.0000
O -23.13490 25.07802 -10.88345 0.0 0.9 0.2 0.0000
C -24.08055 24.18064 -10.28347 0.5 -0.3 0.9 0.0000
C -25.24261 24.09670 -11.22711 0.5 -1.2 -1.3 0.0000
C -24.50699 24.26941 -12.59400 -0.8 0.8 0.7 0.0000
H -24.40770 24.54464 -9.30952 0.5 0.1 0.0 0.0000
H -23.47163 23.28591 -10.15402 -0.6 -0.4 0.1 0.0000
H -25.98633 24.84446 -10.95175 0.0 0.0 -0.5 0.0000
H -25.67299 23.09529 -11.23376 -0.3 0.2 0.4 0.0000
H -25.11583 24.64574 -13.41607 0.1 0.3 0.2 0.0000
H -24.09046 23.32654 -12.94842 0.2 -0.1 0.3 0.0000
O -22.49763 30.55053 -9.83244 0.1 -0.1 0.3 0.0000
C -21.95610 29.48251 -9.75944 -0.1 -0.4 -0.2 0.0000
O -22.49457 28.43492 -9.10031 0.0 -0.9 0.8 0.0000
C -21.55524 27.28930 -9.05216 -0.3 0.5 -0.1 0.0000
C -20.70455 27.52995 -10.26637 1.1 -0.3 -0.8 0.0000
C -20.68618 29.02567 -10.44861 -0.7 0.5 0.3 0.0000
H -22.03900 26.31463 -9.11615 -0.6 0.5 0.1 0.0000
H -21.01473 27.30512 -8.10574 0.0 0.3 0.1 0.0000
H -21.12026 27.01564 -11.13284 0.0 0.0 0.0 0.0000
H -19.65919 27.24498 -10.14764 -0.1 -0.6 0.1 0.0000
H -20.79998 29.39542 -11.46765 0.6 -0.1 0.0 0.0000
H -19.81972 29.41849 -9.91658 0.0 0.5 -0.3 0.0000
N -20.09200 24.51912 -3.20702 -0.3 0.7 0.1 -0.0607
C -19.77956 23.93089 -2.01580 -0.3 -0.3 -1.0 0.3646
C -18.64555 24.54911 -1.52744 2.6 2.7 0.1 0.1234
C -18.32228 25.63981 -2.36540 -0.8 -1.4 0.9 0.1370
C -19.29038 25.61252 -3.40500 -0.3 -0.9 0.2 0.3692
H -20.89497 24.28239 -3.77209 -0.4 0.1 -0.4 0.0034
H -20.30978 23.11328 -1.55019 -0.3 0.0 -0.4 0.0105
H -18.03482 24.32550 -0.66523 -0.5 -0.3 0.1 0.0003
H -17.56707 26.40721 -2.28075 0.1 -0.3 0.2 0.0017
H -19.39827 26.32462 -4.20979 -0.3 -0.3 -0.2 0.0495
C -23.24835 18.50357 -8.61323 0.6 0.7 -0.2 0.0000
C -22.31164 19.69928 -8.33662 0.3 -2.2 -0.4 0.0000
O -21.14038 19.47973 -8.07532 -0.6 0.9 0.0 0.0000
C -22.94449 21.04166 -8.54339 1.3 0.5 0.1 0.0000
H -22.78485 17.51912 -8.54886 0.2 0.3 0.7 0.0000
H -23.48363 18.57342 -9.67524 -0.7 0.3 0.0 0.0000
H -24.11610 18.64183 -7.96826 -0.2 -0.4 -0.3 0.0000
H -23.79737 21.21061 -7.88600 -0.1 0.0 -0.3 0.0000
H -23.16484 21.17593 -9.60240 -0.6 -0.4 0.0 0.0000
H -22.18123 21.80389 -8.38681 -0.2 0.1 0.4 0.0000

***

53
Properties=species:S:1:pos:R:3:forces:R:3:mulliken_charge:R:1 method="wB97M-V/def2-TZVPD" de_lowest_kj_mol=28.70 energy_ha=-5310.07191 orbital_gap_ev="6.2 / 5.9" total_charge=0 fmax_ev_per_a=3.6 spin_multiplicity=1
O 0.61576 -1.76270 -1.83224 0.3 -1.2 0.3 -0.1979
C 1.46969 -2.92147 -1.62081 0.4 -0.2 -0.7 -0.4091
C 0.87474 -3.61712 -2.82880 0.0 0.1 -0.4 -0.9403
H 1.29083 -3.42456 -0.67215 -0.1 0.1 0.2 0.2571
H 2.54416 -2.67147 -1.72691 -0.4 -0.2 0.2 0.2590
C -0.21634 -2.54908 -2.76671 -0.7 -0.2 -0.6 1.5757
H 0.53093 -4.62189 -2.65461 -0.1 -0.4 -0.1 0.2775
H 1.46788 -3.56272 -3.73286 0.3 0.0 -0.1 0.3668
C -1.49963 -3.19070 -2.25332 -0.7 0.0 0.2 -1.7820
H -1.41964 -3.65947 -1.26575 0.1 0.2 -0.2 0.3345
H -1.78923 -3.97762 -2.97480 0.4 0.2 0.2 0.5327
H -2.36111 -2.50461 -2.25033 0.5 -0.1 0.2 0.3532
C -0.58601 -1.69223 -3.95348 -0.1 0.0 -0.3 -1.7563
H 0.28976 -1.32428 -4.48845 0.0 0.1 0.0 0.3942
H -1.22593 -0.85204 -3.62679 0.4 -0.2 0.0 0.3319
H -1.20472 -2.27872 -4.64621 0.2 0.1 0.1 0.4124
Ga 2.66047 -0.52133 -1.01358 0.5 1.1 1.0 0.3388
C 1.65382 3.82314 0.93603 -1.3 -0.7 -2.0 -0.2759
C 3.01575 3.44591 1.14309 -0.3 -0.5 -0.3 -0.9366
C 3.39721 2.57368 0.08728 0.1 -0.4 -2.1 -0.1670
H 3.65673 3.76397 1.94859 0.0 0.0 0.1 0.4915
C 2.34005 2.54083 -0.85596 2.2 -1.3 0.5 -0.6023
C 1.22931 3.23095 -0.28979 -0.3 1.8 2.7 -0.4743
H 0.22052 3.22153 -0.68278 0.1 0.2 0.0 0.4843
H 1.03433 4.40008 1.61428 0.2 -0.2 -0.2 0.4076
H 4.36564 2.04790 -0.04377 -0.8 0.7 0.2 0.3939
H 2.35353 2.02062 -1.83682 0.0 0.6 0.8 0.6712
C -1.10343 3.42470 3.72628 -0.7 1.0 -1.9 -0.3956
C -1.68383 3.73870 2.45802 1.7 0.7 3.0 -0.7192
C -2.24652 2.54570 1.92302 -0.3 -2.7 0.7 -0.2452
H -1.68415 4.72079 1.99332 0.0 -0.2 0.1 0.4748
C -2.01313 1.48570 2.84028 -0.5 0.8 -1.1 -0.2450
C -1.29814 2.02192 3.95973 -0.1 -0.1 -0.5 -0.6776
H -0.92937 1.45751 4.82814 -0.3 0.3 -0.5 0.4551
H -0.58773 4.11030 4.39633 -0.2 -0.2 -0.3 0.4127
H -2.78375 2.45993 0.97157 0.3 0.0 0.5 0.4361
H -2.35960 0.45453 2.72769 0.2 0.5 0.0 0.5174
O -2.49558 -1.93058 0.30700 1.7 1.8 0.3 -0.4638
C -2.27864 -0.59722 -0.27519 -0.2 -0.4 -0.2 -0.6919
C -0.82783 -0.14273 -0.06695 0.0 -0.2 -0.7 1.1060
H -2.96441 0.14613 0.13419 -0.3 -0.3 0.1 0.3962
H -2.43921 -0.68989 -1.35999 -0.4 0.1 0.4 0.2127
C -0.24032 -1.11387 0.96798 -0.8 -0.2 0.2 0.0949
H -0.72583 0.93835 0.07140 -0.2 -0.3 0.8 -0.2854
H -0.33821 -0.32689 -1.02238 0.0 0.2 0.4 -0.1679
C -1.34406 -2.18248 1.17331 -0.4 -0.5 0.1 -0.7609
H 0.05408 -0.68004 1.92737 -0.1 0.2 -0.3 0.0576
H 0.62855 -1.61895 0.55658 0.1 0.1 0.1 -0.0663
H -1.69610 -2.21970 2.23492 0.3 -0.1 -0.8 0.3153
H -0.93814 -3.17503 0.87100 -0.4 0.4 0.4 0.3011
Se 2.34590 1.21914 3.65978 -0.1 0.0 -0.3 -0.2428
C 2.51743 0.33755 2.13261 0.8 -1.5 -1.7 0.2993
N 2.72354 -0.32016 1.15166 -0.6 1.2 1.3 -0.4583